Entry 1:
Formula: C25H70ClN6O11
Source: the Open Molecules 2025 dataset
Level of theory: ωB97M-V/def2-TZVPD

Summary:
2S+1: 2
Net charge: 0
Expectation value of S²: 0.754
E_HOMO (spin up / spin down), Eh: -0.31977 / -0.31977
LUMO (spin up / spin down), eV: 0.34 / -4.28
HOMO-LUMO gap (spin up / spin down), eV: 9.038 / 4.426
DFT total energy, Ha: -2610.1850

Last column: Mulliken spin population.
CARTESIAN COORDINATES (ANGSTROEM)
Cl (22.6661, 25.8355, 3.2575)  0.002
O (22.4920, 26.7898, 4.2770)  0.002
O (22.0825, 24.5509, 3.6086)  0.000
O (21.9363, 26.2686, 2.1174)  0.000
O (24.0176, 25.6830, 2.9141)  -0.001
C (23.2111, 29.3168, 1.1594)  0.000
O (22.1121, 29.1757, 1.8901)  0.000
H (23.2362, 28.6226, 0.3194)  0.000
H (23.4216, 30.3262, 0.8059)  0.000
H (24.1200, 29.0390, 1.6931)  0.000
H (22.2043, 28.5660, 2.6259)  0.000
C (23.3024, 26.5555, 11.1820)  0.000
C (23.3829, 26.1157, 9.6912)  -0.007
C (22.0198, 25.5926, 9.2067)  0.006
O (22.2012, 25.1894, 7.8240)  -0.001
C (21.0557, 24.4866, 7.3016)  0.000
N (23.8550, 27.3414, 8.8844)  0.017
H (22.8492, 27.5265, 11.3814)  0.000
H (24.2998, 26.5388, 11.6213)  0.000
H (22.6302, 25.9197, 11.7582)  0.000
H (24.1729, 25.3829, 9.5269)  0.000
H (21.2632, 26.3696, 9.0976)  -0.001
H (21.5720, 24.8123, 9.8220)  0.000
H (20.9613, 23.4633, 7.6648)  0.000
H (21.0806, 24.3478, 6.2208)  0.000
H (20.0944, 24.8984, 7.6089)  0.000
H (23.2616, 27.3892, 8.0686)  0.002
H (23.2888, 28.0067, 9.3912)  0.003
C (23.5272, 30.4151, 5.5740)  0.001
C (24.1885, 29.0290, 5.9473)  0.000
C (25.2389, 28.5983, 4.8851)  0.007
O (26.2374, 27.6464, 5.4003)  0.049
C (27.1984, 27.3848, 4.4259)  -0.002
N (24.9309, 29.3702, 7.1940)  0.002
H (22.7189, 30.6464, 6.2677)  0.000
H (23.0243, 30.0732, 4.6694)  0.000
H (24.1752, 31.2863, 5.4779)  0.000
H (23.4488, 28.2531, 6.1446)  -0.012
H (25.8328, 29.4606, 4.5822)  0.007
H (24.7022, 28.1485, 4.0498)  -0.004
H (26.8075, 26.6249, 3.7493)  0.000
H (28.1896, 27.1048, 4.7827)  0.002
H (27.5754, 28.2763, 3.9247)  0.005
H (24.1869, 29.8044, 7.7213)  0.000
H (25.4990, 30.1882, 7.0259)  0.000
C (28.4729, 25.8885, 0.1430)  0.000
C (27.3793, 26.6505, -0.6421)  0.000
C (25.9329, 26.1668, -0.3704)  0.000
O (25.6367, 24.9348, -1.0398)  0.000
C (24.2625, 24.5980, -0.9795)  0.000
N (27.6824, 28.0161, -0.2988)  0.000
H (29.4839, 25.9962, -0.2498)  0.000
H (28.3706, 24.8033, 0.1473)  0.000
H (28.4233, 26.1846, 1.1908)  0.000
H (27.5158, 26.5928, -1.7220)  0.000
H (25.2637, 26.9562, -0.7128)  0.000
H (25.8145, 26.0893, 0.7104)  0.000
H (23.5840, 25.4065, -1.2516)  0.000
H (24.0499, 24.3735, 0.0658)  0.000
H (24.0502, 23.6124, -1.3937)  0.000
H (28.1754, 28.0028, 0.5826)  0.000
H (28.3167, 28.5980, -0.8272)  0.000
C (24.7619, 23.5616, 5.7938)  0.144
C (25.6149, 24.4981, 6.6826)  -0.030
C (27.0504, 24.5949, 6.1592)  0.046
O (27.7576, 25.6224, 6.8631)  0.009
C (29.2374, 25.6829, 6.7111)  -0.001
N (24.9135, 25.6826, 6.7539)  0.690
H (25.3670, 22.6567, 5.8499)  0.008
H (24.5713, 23.9033, 4.7765)  -0.003
H (23.8097, 23.3628, 6.2856)  -0.004
H (25.6253, 23.9120, 7.6016)  -0.006
H (26.8793, 24.8449, 5.1121)  -0.006
H (27.7028, 23.7242, 6.2246)  0.000
H (29.5975, 25.6042, 5.6853)  0.000
H (29.6951, 24.8052, 7.1676)  0.000
H (29.6704, 26.5888, 7.1352)  0.001
H (24.3772, 25.7121, 5.8986)  0.030
H (24.1272, 25.4538, 7.3450)  0.044
C (18.0197, 19.6848, -0.8645)  0.000
C (18.8678, 20.7627, -0.2170)  0.000
C (20.0900, 20.1244, 0.5787)  0.000
O (21.3230, 20.8440, 0.8340)  0.000
C (21.1080, 22.0008, 1.6864)  0.000
N (19.3715, 21.8533, -1.0870)  0.000
H (17.8768, 18.7156, -0.3867)  0.000
H (18.5694, 19.4032, -1.7626)  0.000
H (17.0480, 20.1058, -1.1226)  0.000
H (18.1501, 21.2660, 0.4309)  0.000
H (20.4281, 19.1780, 0.1567)  0.000
H (19.8067, 19.8968, 1.6064)  0.000
H (22.1337, 22.1800, 2.0086)  0.000
H (20.5998, 21.6447, 2.5825)  0.000
H (20.6432, 22.8336, 1.1586)  0.000
H (19.5258, 22.7061, -0.5683)  0.000
H (20.3332, 21.7270, -1.3686)  0.000
C (19.6626, 28.2337, 5.8612)  0.000
C (19.4113, 29.5745, 6.5584)  0.000
C (17.9973, 30.2676, 6.4142)  0.000
O (17.7779, 30.5146, 5.0384)  0.000
C (17.2771, 31.7913, 4.6679)  0.000
N (19.7217, 29.2467, 7.9444)  0.000
H (19.8195, 28.4757, 4.8101)  0.000
H (18.7420, 27.7096, 6.1180)  0.000
H (20.4961, 27.6348, 6.2282)  0.000
H (20.0968, 30.3391, 6.1930)  0.000
H (18.1891, 31.2209, 6.9067)  0.000
H (17.1484, 29.7822, 6.8956)  0.000
H (17.2797, 31.7654, 3.5782)  0.000
H (18.0283, 32.5044, 5.0074)  0.000
H (16.3324, 32.1137, 5.1057)  0.000
H (19.0783, 28.6702, 8.4676)  0.000
H (19.7291, 30.0583, 8.5456)  0.000

Entry 2:
Formula: C25H70N8O7
Source: the Open Molecules 2025 dataset
Level of theory: ωB97M-V/def2-TZVPD

Summary:
ΔE to the lowest compared entry with this formula, charge and spin, kcal per mole: 286.2
2S+1: 1
Net charge: 0
E_HOMO, Eh: -0.31894
LUMO, eV: 0.46
SMILES string: COC[C@H](C)N.COC[C@H](C)N.COC[C@H](C)N.COC[C@H](C)N.COC[C@H](C)N.COC[C@H](C)N.NC(N)=O
HOMO-LUMO gap, eV: 9.141
DFT total energy, Ha: -1958.7419

Last column: Löwdin charge in e.
CARTESIAN COORDINATES (ANGSTROEM)
C (-16.1451, 12.4542, -13.8640)  -0.797
O (-16.1350, 13.3788, -14.6485)  0.038
N (-15.0607, 11.8793, -13.4501)  0.173
N (-17.1804, 11.9375, -13.3243)  0.161
H (-14.2809, 12.4339, -13.7732)  0.125
H (-15.0716, 11.3163, -12.6116)  0.116
H (-17.0407, 11.3651, -12.5040)  0.138
H (-18.1171, 12.1764, -13.6169)  0.043
C (-21.2014, 17.8211, -16.2117)  -0.037
C (-20.6990, 18.8457, -15.1607)  -0.390
C (-19.1675, 18.7376, -14.8710)  -0.130
O (-18.7402, 17.3690, -14.5602)  -0.305
C (-17.3529, 17.1909, -14.4475)  -0.117
N (-20.9953, 20.2297, -15.5754)  0.038
H (-20.6870, 16.8609, -16.2490)  0.039
H (-21.1123, 18.1010, -17.2614)  0.079
H (-22.2660, 17.6009, -16.1317)  0.084
H (-21.3423, 18.5460, -14.3334)  0.125
H (-19.1489, 19.4207, -14.0218)  0.115
H (-18.4342, 19.0886, -15.5971)  0.125
H (-16.7766, 17.3017, -15.3660)  0.099
H (-17.0216, 16.2363, -14.0387)  0.082
H (-16.9149, 17.9144, -13.7599)  0.091
H (-20.6999, 20.8924, -14.8727)  0.067
H (-20.6603, 20.4006, -16.5128)  0.072
C (-18.2574, 8.5465, -15.9140)  -0.079
C (-19.2954, 8.6439, -14.8314)  -0.400
C (-19.8059, 10.1485, -14.7382)  -0.166
O (-21.0134, 10.1933, -13.9395)  -0.160
C (-21.5431, 11.4974, -13.7491)  -0.114
N (-20.4298, 7.7535, -15.1515)  0.038
H (-18.6503, 9.0589, -16.7922)  0.073
H (-18.1832, 7.4993, -16.2072)  0.076
H (-17.2312, 8.8796, -15.7588)  0.079
H (-18.9117, 8.1818, -13.9218)  0.128
H (-19.9265, 10.6315, -15.7078)  0.107
H (-18.9651, 10.5909, -14.2039)  0.094
H (-22.4522, 11.5680, -13.1519)  0.061
H (-21.9002, 11.9157, -14.6902)  0.064
H (-20.7762, 12.1179, -13.2857)  0.071
H (-20.3169, 7.4061, -16.0931)  0.053
H (-21.2068, 8.3926, -15.2398)  0.054
C (-19.3392, 15.0520, -14.8587)  -0.122
C (-19.5798, 13.6289, -14.6620)  -0.357
C (-18.7019, 12.8251, -15.7292)  -0.106
O (-18.8567, 13.3906, -17.0298)  -0.225
C (-18.2709, 12.7273, -18.1046)  -0.088
N (-19.1607, 13.5014, -13.2470)  0.012
H (-19.8227, 15.7043, -14.1315)  0.051
H (-19.8819, 15.3175, -15.7659)  0.035
H (-18.2964, 15.3378, -14.9960)  0.092
H (-20.6597, 13.4812, -14.6667)  0.053
H (-19.0388, 11.7892, -15.6911)  0.063
H (-17.6381, 12.7937, -15.4939)  0.093
H (-18.2906, 11.6491, -17.9460)  0.099
H (-17.2001, 12.7854, -18.2996)  0.103
H (-18.8137, 13.0331, -18.9990)  0.056
H (-18.1644, 13.6344, -13.1486)  0.071
H (-19.4672, 14.3605, -12.8134)  0.047
C (-16.8387, 10.9298, -23.2132)  -0.077
C (-18.2916, 10.4654, -23.2383)  -0.436
C (-19.3360, 11.3348, -22.5320)  -0.183
O (-19.0742, 11.1911, -21.1032)  -0.166
C (-20.1096, 11.8909, -20.3933)  -0.118
N (-18.5886, 10.4546, -24.6709)  0.024
H (-16.5496, 11.1869, -22.1941)  0.071
H (-16.6440, 11.7605, -23.8916)  0.073
H (-16.0936, 10.2706, -23.6585)  0.071
H (-18.3819, 9.4862, -22.7680)  0.134
H (-20.3478, 11.0800, -22.8474)  0.124
H (-19.0841, 12.3549, -22.8220)  0.132
H (-19.7617, 12.4487, -19.5239)  0.014
H (-20.8274, 11.1646, -20.0119)  0.092
H (-20.6573, 12.6104, -21.0018)  0.096
H (-19.5745, 10.6721, -24.6989)  0.053
H (-18.4431, 9.5450, -25.0852)  0.075
C (-25.1313, 11.8236, -17.4851)  -0.052
C (-24.4593, 13.1899, -17.5638)  -0.480
C (-22.9414, 13.0606, -17.6203)  -0.262
O (-22.3995, 14.2433, -17.2858)  -0.142
C (-21.0996, 14.1491, -16.7431)  -0.079
N (-24.9471, 14.0282, -18.5996)  0.050
H (-24.8613, 11.3472, -18.4276)  0.078
H (-26.2116, 11.9667, -17.5119)  0.075
H (-24.8199, 11.0988, -16.7329)  0.079
H (-24.7194, 13.7178, -16.6463)  0.117
H (-22.5160, 12.5107, -18.4598)  0.125
H (-22.6874, 12.2617, -16.9236)  0.110
H (-20.8239, 15.1939, -16.6004)  0.058
H (-20.3413, 13.8045, -17.4463)  0.100
H (-21.0898, 13.7604, -15.7248)  0.040
H (-24.5144, 14.9301, -18.4604)  0.077
H (-25.9157, 14.1215, -18.3290)  0.073
C (-23.2515, 13.2376, -11.7945)  -0.025
C (-23.0231, 14.2188, -13.0478)  -0.342
C (-21.6636, 14.9148, -13.0478)  -0.192
O (-21.6447, 16.0698, -12.1897)  -0.139
C (-20.4146, 16.8215, -12.2734)  -0.079
N (-23.1107, 13.5317, -14.3187)  0.025
H (-22.5061, 12.4465, -11.8763)  0.035
H (-24.1819, 12.7008, -11.9797)  0.072
H (-23.2924, 13.6707, -10.7951)  0.078
H (-23.7937, 14.9889, -13.0132)  0.130
H (-21.3749, 15.2277, -14.0512)  0.107
H (-20.9590, 14.1644, -12.6894)  0.098
H (-20.1475, 17.2596, -13.2350)  0.047
H (-19.5831, 16.1647, -12.0176)  0.087
H (-20.3532, 17.5507, -11.4656)  0.099
H (-22.8796, 14.2177, -15.0230)  0.068
H (-24.0295, 13.2013, -14.5771)  0.095